CH3I3Si | the ωB97M-V functional and the def2-TZVPD basis

```
8
Properties=species:S:1:pos:R:3
C 2.369 0.249 1.073
Si 0.169 0.066 0.057
I 2.381 1.953 2.378
I 2.795 -1.602 2.094
I 3.764 0.542 -0.599
H -0.805 0.760 0.860
H 0.013 0.772 -1.191
H -0.284 -1.465 -0.046
```

Calculated values
**Highest occupied orbital energy**: -0.3334 Ha
**DFT total energy**: -33262.6628 eV
**Kohn-Sham gap**: 7.82 eV